(1)
Computed, not measured: one molecule with the formula C3H5NO2, with the ωB97M-V functional and the def2-TZVPD basis.

Element x y z (Å)
1 O -1.603 1.421 0.651
2 C -0.495 1.216 -0.202
3 C 0.550 0.478 0.590
4 C 1.026 -0.645 0.131
5 N 1.393 -1.682 -0.436
6 O 0.557 -2.759 -0.104
7 H -2.316 1.796 0.121
8 H -0.760 0.609 -1.079
9 H -0.088 2.172 -0.566
10 H 0.842 0.860 1.563
11 H 0.894 -3.465 -0.668

Atomic forces in eV per Å
-0.27 0.13 -0.09
0.33 -0.05 -0.27
0.09 -0.18 -0.04
-0.05 -0.25 -0.16
-0.05 0.74 0.24
-0.05 -0.45 -0.04
0.04 -0.01 0.15
0.00 0.13 0.13
-0.08 -0.07 0.12
0.03 -0.01 -0.12
0.02 0.02 0.08

Computed properties:
Kohn-Sham gap, eV: 10.4891
Highest occupied orbital energy, eV: -9.6
SMILES string: OCC=C=NO
LUMO energy, eV: 0.86

=====

(2)
Computed, not measured: C18H26CeN4O2 as an isolated structure in a non-equilibrium geometry, with the ωB97M-V functional and the def2-TZVPD basis.

Element x y z (Å)
1 Ce -0.069 0.841 -0.613
2 C -3.575 1.815 -3.343
3 C -2.662 1.050 -2.491
4 O -1.724 1.808 -1.856
5 C -2.800 -0.311 -2.341
6 C -2.065 -1.309 -1.606
7 C -2.733 -2.399 -0.817
8 N -0.722 -1.276 -1.459
9 N 0.025 -0.688 -2.514
10 C 1.372 -0.626 -2.302
11 O 1.881 -0.235 -1.162
12 C 2.148 -0.710 -3.523
13 C 1.613 -0.235 -4.760
14 C 2.365 -0.499 -5.901
15 C 3.554 -1.271 -5.806
16 C 4.072 -1.730 -4.599
17 C 3.315 -1.498 -3.435
18 H -3.977 1.181 -4.143
19 H -4.416 2.228 -2.689
20 H -3.047 2.689 -3.706
21 H -3.567 -0.660 -3.040
22 H -3.170 -1.984 0.090
23 H -3.587 -2.683 -1.461
24 H -2.053 -3.232 -0.651
25 H 0.608 0.189 -4.826
26 H 2.101 -0.095 -6.880
27 H 4.034 -1.596 -6.723
28 H 4.987 -2.368 -4.511
29 H 3.772 -1.761 -2.437
30 C 1.122 1.331 5.984
31 C 1.501 0.424 4.779
32 N 0.380 0.298 3.797
33 C -0.862 -0.352 4.392
34 C -2.082 0.560 4.745
35 C 0.482 0.672 2.533
36 C 1.596 1.607 2.123
37 N -0.392 0.317 1.594
38 H 1.994 1.835 6.420
39 H 0.587 0.737 6.703
40 H 0.474 2.167 5.683
41 H 1.644 -0.569 5.167
42 H 2.436 0.739 4.325
43 H -0.541 -0.880 5.311
44 H -1.204 -1.163 3.712
45 H -1.851 1.287 5.489
46 H -2.950 -0.039 5.045
47 H -2.422 1.104 3.853
48 H 1.502 2.517 2.683
49 H 1.476 1.895 1.021
50 H 2.575 1.167 2.199
51 H -1.147 -0.291 1.950

Atomic forces in eV per Å
-0.63 -0.66 -1.66
-1.25 0.59 0.54
2.32 0.85 1.15
0.02 -2.25 0.40
-0.34 -1.12 -1.10
0.41 1.37 0.23
-0.46 0.44 -1.48
0.98 1.04 0.02
-1.00 -0.12 1.41
-0.10 1.26 -0.20
-1.51 -0.47 -0.42
0.23 -0.78 -0.40
0.72 -1.03 0.13
0.72 -0.12 0.37
-0.31 -0.05 -0.13
-0.50 -0.72 0.66
1.35 1.26 0.34
-0.06 0.43 0.21
0.87 -0.63 -0.89
0.00 0.04 -0.31
-0.27 -0.36 0.91
0.03 -0.09 0.16
0.21 -0.27 0.50
-0.18 0.09 0.15
0.55 0.16 0.16
-0.20 -0.31 0.35
0.13 0.38 0.00
-0.94 0.79 -0.39
-0.94 0.11 -1.17
0.09 0.61 -1.00
-0.59 0.89 0.67
-0.35 0.06 0.51
-0.34 -0.61 -0.09
0.46 -0.38 -1.60
-0.23 -0.31 0.91
-0.74 -0.41 -1.70
-0.71 -0.08 0.33
-0.10 -0.61 0.05
-0.06 0.00 0.55
0.07 -0.31 -0.11
0.26 -0.48 -0.04
-0.23 0.04 -0.31
0.07 0.35 -0.58
0.31 0.45 0.31
0.18 0.38 0.65
0.47 -0.09 0.15
0.16 -0.03 0.13
0.22 0.50 0.31
0.37 -0.14 1.42
0.37 -0.06 0.15
0.48 0.39 -0.26

Computed properties:
Kohn-Sham gap (spin up / spin down), eV: 5.5964 / 5.5934
Highest occupied orbital energy (spin up / spin down), eV: -14.2 / -14.2
LUMO energy (spin up / spin down), eV: -8.62 / -8.63
Net charge: +2

=====

(3)
Computed, not measured: a 5-piece molecular cluster, C38H39BrFI2N6PS2 overall in a non-equilibrium geometry, with the ωB97M-V functional and the def2-TZVPD basis.

Element x y z (Å)
1 C 0.618 3.968 -3.153
2 C 0.408 4.234 -1.605
3 I 0.212 6.428 -1.421
4 C -0.995 3.606 -1.140
5 I -1.954 5.076 0.208
6 N -0.874 2.364 -0.318
7 C 0.229 1.511 -0.742
8 C 1.385 1.428 0.137
9 C 2.568 0.587 -0.196
10 C 3.705 0.581 0.831
11 C 3.915 -0.483 1.832
12 C 4.961 -0.490 2.847
13 N 5.876 0.518 2.910
14 C 5.733 1.494 1.979
15 C 4.729 1.663 0.936
16 C 2.547 -0.129 -1.463
17 Br 4.148 -1.189 -1.898
18 C 1.395 -0.079 -2.392
19 C 0.247 0.724 -2.010
20 S -1.281 0.857 -3.012
21 C -2.543 0.905 -1.680
22 C -2.165 1.675 -0.469
23 C -3.137 1.711 0.632
24 C -4.419 0.988 0.511
25 S -5.520 1.056 1.959
26 C -4.808 0.225 -0.690
27 P -6.377 -0.746 -0.959
28 C -7.886 0.083 -0.232
29 C -6.213 -2.534 -0.422
30 C -3.826 0.201 -1.799
31 F -4.142 -0.507 -2.933
32 H -0.394 3.827 -3.636
33 H 1.280 3.097 -3.391
34 H 1.012 4.924 -3.600
35 H 1.275 3.974 -0.954
36 H -1.728 3.464 -1.972
37 H 1.384 1.983 1.112
38 H 3.191 -1.341 1.829
39 H 5.009 -1.341 3.574
40 H 6.514 2.303 2.017
41 H 4.706 2.538 0.240
42 H 1.418 -0.650 -3.358
43 H -2.865 2.300 1.546
44 H -6.271 2.205 1.827
45 H -7.914 0.138 0.887
46 H -8.769 -0.560 -0.531
47 H -8.085 1.085 -0.708
48 H -5.142 -2.758 -0.180
49 H -6.503 -3.205 -1.281
50 H -6.862 -2.824 0.446
51 N -5.343 -1.480 4.675
52 C -4.674 -2.560 5.183
53 C -5.515 -3.209 6.050
54 C -6.741 -2.496 6.061
55 C -6.605 -1.437 5.201
56 H -4.965 -0.820 4.015
57 H -3.659 -2.772 4.886
58 H -5.277 -4.098 6.613
59 H -7.624 -2.733 6.634
60 H -7.295 -0.657 4.919
61 N 0.890 -5.371 -3.680
62 C 1.889 -4.693 -3.036
63 C 1.377 -3.495 -2.604
64 C 0.014 -3.452 -2.999
65 C -0.257 -4.624 -3.658
66 H 0.983 -6.278 -4.104
67 H 2.876 -5.120 -2.942
68 H 1.919 -2.734 -2.064
69 H -0.689 -2.652 -2.819
70 H -1.164 -4.989 -4.112
71 N 3.192 -2.692 -5.354
72 C 3.021 -2.993 -6.678
73 C 3.923 -2.253 -7.401
74 C 4.670 -1.479 -6.477
75 C 4.198 -1.774 -5.221
76 H 2.658 -3.086 -4.593
77 H 2.274 -3.705 -6.990
78 H 4.034 -2.267 -8.474
79 H 5.464 -0.785 -6.705
80 H 4.489 -1.408 -4.246
81 N 4.492 3.774 5.485
82 C 5.141 2.643 5.066
83 C 6.199 2.427 5.910
84 C 6.185 3.463 6.880
85 C 5.119 4.277 6.593
86 H 3.680 4.173 5.046
87 H 4.796 2.096 4.209
88 H 6.904 1.613 5.841
89 H 6.878 3.597 7.696
90 H 4.755 5.168 7.078

Atomic forces in eV per Å
-0.27 0.78 -0.03
-1.17 0.09 -0.88
2.15 0.32 -1.41
0.80 0.91 0.82
-1.77 -1.72 0.98
-0.84 -0.84 -2.03
2.62 -1.63 -0.30
0.05 -1.23 -1.48
-1.87 0.68 -0.66
2.86 0.21 1.87
-0.40 0.43 -0.42
-1.02 1.07 -1.91
-1.45 -0.62 -1.37
-0.17 1.12 -1.20
-1.12 -2.67 1.05
-1.10 0.98 0.54
-1.29 0.88 0.77
0.24 0.93 1.79
0.59 0.52 1.75
0.11 -0.50 0.96
-0.01 0.20 1.08
-2.90 -1.88 0.64
-0.06 -1.03 -1.88
1.40 0.89 -1.36
0.20 0.07 -0.20
2.11 0.67 0.72
-0.49 0.37 -1.89
-0.68 -0.39 0.79
0.12 -0.49 0.49
0.13 0.92 1.93
0.88 1.07 1.44
1.12 -0.04 0.53
-0.57 0.74 0.34
-0.04 -1.35 0.29
-0.92 0.07 -0.52
0.88 0.38 0.58
-0.07 -0.59 -1.16
0.79 0.90 -0.01
0.07 1.05 -0.75
-0.85 -0.92 0.13
0.23 -0.92 0.85
-0.05 0.64 1.15
-0.48 -0.79 -1.00
0.76 -0.62 -0.41
0.03 0.18 -1.03
1.07 0.53 0.13
0.56 -1.01 0.54
-0.92 0.21 -0.08
0.28 0.94 0.79
0.69 0.41 -0.58
0.00 -0.08 0.00
0.05 0.03 -0.01
0.14 -0.06 -0.04
-0.12 0.09 -0.03
0.00 0.08 -0.03
-0.09 -0.05 0.07
-0.05 0.00 0.04
-0.01 0.05 -0.04
0.05 0.02 -0.04
0.03 -0.05 0.04
-0.03 0.10 0.05
0.08 -0.11 0.00
0.07 -0.04 0.08
-0.16 -0.02 -0.08
-0.02 -0.03 -0.06
-0.01 0.09 0.05
-0.04 0.05 0.03
-0.10 -0.22 -0.01
0.03 -0.04 -0.01
0.04 0.06 0.03
0.06 0.04 -0.11
-0.05 0.01 0.04
-0.08 -0.10 -0.10
0.03 0.04 0.10
0.12 0.11 -0.02
0.02 0.01 -0.03
0.03 0.06 -0.01
-0.01 -0.01 0.06
-0.04 -0.04 0.02
-0.06 -0.11 -0.62
0.07 -0.04 0.11
-0.12 0.14 0.03
-0.02 -0.09 -0.09
-0.06 0.12 0.06
-0.02 0.10 0.02
0.08 -0.05 0.06
-0.01 0.06 0.14
-0.06 0.04 -0.04
-0.05 0.00 -0.04
0.05 -0.05 -0.01

Computed properties:
Kohn-Sham gap, eV: 7.2140
Highest occupied orbital energy, eV: -7.9
LUMO energy, eV: -0.64

=====

(4)
Computed, not measured: a 2-piece molecular cluster, C4H11N2S overall in a non-equilibrium geometry, with the ωB97M-V functional and the def2-TZVPD basis.

Element x y z (Å)
1 C 1.833 -0.553 0.568
2 C 0.782 -1.727 1.008
3 C -0.367 0.485 0.511
4 C -1.309 1.601 0.518
5 N -0.949 0.023 -1.971
6 N 0.924 0.561 0.221
7 S -0.917 -0.995 1.228
8 H 2.565 -0.549 1.381
9 H 2.384 -0.833 -0.304
10 H 0.719 -2.583 0.290
11 H 1.074 -2.086 1.917
12 H -2.351 1.208 0.763
13 H -1.395 2.105 -0.408
14 H -1.183 2.371 1.295
15 H -0.161 -0.404 -2.302
16 H -1.257 0.647 -2.727
17 H 1.250 1.411 -0.090
18 H -1.642 -0.682 -1.898

Atomic forces in eV per Å
-2.47 -2.18 0.15
-0.18 0.90 -3.03
1.06 -0.95 0.98
-2.54 0.17 1.14
-2.01 2.23 0.15
-1.23 -1.84 2.18
1.75 0.57 -0.82
-0.41 1.43 0.09
0.15 -0.26 -0.65
0.08 0.92 0.49
0.71 -1.06 2.41
1.31 0.33 -0.52
0.17 0.42 -1.03
0.71 -0.44 -0.06
2.60 -1.41 -1.06
0.07 -0.25 0.42
1.09 2.20 -0.90
-0.86 -0.76 0.05

Computed properties:
Kohn-Sham gap, eV: 10.1503
Highest occupied orbital energy, eV: -14.1
LUMO energy, eV: -3.90
Net charge: +1

=====

(5)
Computed, not measured: one molecule with the formula C5H10O2, with the ωB97M-V functional and the def2-TZVPD basis.

Element x y z (Å)
1 C 0.555 1.711 -1.682
2 C 0.337 0.230 -1.360
3 C -0.015 0.028 0.113
4 O -1.209 0.753 0.339
5 C -0.237 -1.438 0.536
6 C -0.959 -1.544 1.850
7 O -1.000 -0.653 2.672
8 H 0.749 1.868 -2.749
9 H -0.330 2.290 -1.405
10 H 1.409 2.117 -1.126
11 H -0.491 -0.157 -1.971
12 H 1.230 -0.354 -1.619
13 H 0.803 0.442 0.725
14 H -1.345 0.726 1.298
15 H 0.697 -1.973 0.763
16 H -0.754 -2.019 -0.238
17 H -1.428 -2.520 2.076

Atomic forces in eV per Å
0.02 0.03 0.01
0.01 -0.09 0.01
0.24 -0.13 -0.10
-0.05 0.13 0.20
0.00 0.07 -0.02
0.00 0.19 0.27
-0.08 -0.38 -0.27
-0.02 -0.09 0.16
0.14 -0.09 -0.06
-0.11 -0.09 -0.06
0.10 0.00 0.13
-0.13 0.05 0.11
-0.15 -0.01 -0.06
-0.11 0.17 -0.15
0.12 0.11 -0.35
-0.01 0.11 0.17
0.04 0.01 0.00

Computed properties:
Kohn-Sham gap, eV: 11.0752
Highest occupied orbital energy, eV: -10.1
SMILES string: CC[C@@H](O)CC=O
LUMO energy, eV: 0.94

=====

(6)
Computed, not measured: a 5-piece molecular cluster, C16H29BrClNO20S4 overall in a non-equilibrium geometry, with the ωB97M-V functional and the def2-TZVPD basis.

Element x y z (Å)
1 N 6.436 1.068 2.745
2 C 5.330 2.034 2.270
3 C 4.847 1.750 0.735
4 C 3.559 0.775 0.547
5 C 2.391 0.854 1.679
6 C 1.829 2.286 2.238
7 C 1.853 3.523 1.166
8 O 2.071 4.771 1.970
9 O 1.203 0.380 0.890
10 C 1.077 -1.096 0.991
11 O 0.118 -1.786 0.360
12 O 2.142 -1.554 1.905
13 C 2.320 -0.373 2.814
14 Cl 0.729 -0.457 3.809
15 Br 3.796 -0.550 4.147
16 H 6.840 1.566 3.584
17 H 7.185 1.203 2.002
18 H 4.484 2.097 3.070
19 H 5.859 3.104 2.265
20 H 4.734 2.774 0.131
21 H 5.765 1.204 0.200
22 H 3.075 1.032 -0.511
23 H 3.949 -0.347 0.438
24 H 0.678 2.109 2.507
25 H 2.355 2.502 3.265
26 H 0.815 3.581 0.578
27 H 2.679 3.460 0.341
28 H 1.824 4.599 2.926
29 O -4.302 -0.359 -4.617
30 S -4.139 -1.573 -3.848
31 O -4.915 -2.767 -4.089
32 O -4.249 -1.192 -2.267
33 C -3.047 -1.576 -1.601
34 C -1.951 -1.500 -2.660
35 O -2.558 -1.974 -3.860
36 H -3.173 -2.601 -1.236
37 H -2.851 -0.911 -0.755
38 H -1.080 -2.107 -2.402
39 H -1.636 -0.464 -2.827
40 O -10.440 0.317 -1.655
41 S -9.081 0.648 -2.023
42 O -8.360 1.761 -1.451
43 O -9.008 0.762 -3.648
44 C -8.052 -0.170 -4.147
45 C -8.035 -1.317 -3.140
46 O -8.169 -0.694 -1.864
47 H -7.079 0.330 -4.191
48 H -8.333 -0.506 -5.149
49 H -7.113 -1.901 -3.189
50 H -8.894 -1.980 -3.284
51 O -4.398 -9.282 -2.448
52 S -4.358 -8.509 -3.670
53 O -3.809 -9.017 -4.905
54 O -3.658 -7.074 -3.341
55 C -4.562 -6.019 -3.665
56 C -5.958 -6.609 -3.487
57 O -5.861 -7.948 -3.966
58 H -4.387 -5.727 -4.705
59 H -4.392 -5.158 -3.013
60 H -6.719 -6.055 -4.043
61 H -6.238 -6.648 -2.429
62 O 7.327 2.867 5.192
63 S 7.050 4.281 5.073
64 O 5.711 4.822 5.065
65 O 7.846 4.847 3.768
66 C 8.738 5.886 4.169
67 C 9.113 5.567 5.613
68 O 7.918 5.067 6.208
69 H 8.202 6.839 4.103
70 H 9.611 5.914 3.512
71 H 9.475 6.445 6.154
72 H 9.869 4.775 5.658

Atomic forces in eV per Å
0.11 1.88 -0.94
0.98 1.58 -0.12
1.02 -0.19 -0.23
0.99 -0.20 -0.42
-2.11 -0.27 -0.34
-0.63 -0.76 0.13
-0.33 0.14 0.61
-0.60 -1.75 -0.05
-0.03 -4.30 0.48
-3.16 -0.49 -2.23
6.94 4.46 4.41
-2.26 2.10 -0.91
-0.34 -0.42 -1.04
1.37 0.75 -0.73
-1.17 -0.03 -1.69
-0.51 -0.94 -1.05
-1.06 -0.41 1.27
1.49 -0.33 -1.68
-1.54 -1.88 -0.13
-0.01 -2.24 1.57
-1.99 1.15 1.14
0.72 -0.51 2.52
-1.02 2.42 0.53
2.64 0.16 -0.56
-0.73 -0.05 -2.18
2.18 -0.14 1.48
-1.37 0.12 1.88
0.34 0.11 -1.84
-0.28 -1.76 0.86
0.61 0.55 0.09
0.64 1.32 -0.04
-0.06 0.02 -1.39
0.67 -0.50 0.40
0.30 0.64 0.62
-1.46 -0.25 -0.09
0.08 0.10 0.01
-0.20 -0.03 -0.26
-0.26 -0.03 -0.19
0.00 -0.10 0.10
1.74 0.72 -0.39
-0.26 0.19 0.27
-1.10 -1.46 -0.51
-0.34 -0.29 1.05
0.74 -0.25 -0.12
-0.31 -0.32 -0.58
-0.21 1.10 -0.08
-0.05 -0.12 -0.04
-0.15 0.18 0.23
-0.12 0.21 0.21
0.09 0.03 -0.07
0.28 0.85 -1.71
0.16 -0.44 0.08
-0.78 0.41 1.69
-0.57 -0.99 0.13
-0.36 0.47 -0.45
0.06 0.46 0.58
1.03 -0.26 -0.24
-0.07 0.06 0.13
0.10 -0.30 -0.07
0.15 -0.30 -0.07
0.02 0.09 -0.08
-0.60 1.62 -0.23
-0.34 0.17 0.14
1.70 -1.04 0.14
-0.30 -0.70 0.88
0.19 0.72 0.25
0.67 -0.17 -0.37
-0.88 -0.24 -0.81
0.09 -0.07 0.02
-0.26 -0.22 0.03
-0.31 -0.17 0.03
0.00 0.13 -0.04

Computed properties:
Kohn-Sham gap, eV: 9.4165
Highest occupied orbital energy, eV: -9.6
SMILES string: NCCC[C@@]1(CCO)OC(=O)O[C@@]1(Cl)Br.O=S1(=O)OCCO1.O=S1(=O)OCCO1.O=S1(=O)OCCO1.O=S1(=O)OCCO1
LUMO energy, eV: -0.21

=====

(7)
Computed, not measured: one molecule with the formula C3H6N4O in a non-equilibrium geometry, with the ωB97M-V functional and the def2-TZVPD basis.

Element x y z (Å)
1 C 2.533 0.977 0.042
2 N 2.524 -0.270 -0.113
3 N 1.366 -1.090 0.036
4 C 0.127 -0.639 0.124
5 N -0.880 -1.398 -0.165
6 C -2.169 -0.950 0.056
7 N -2.715 0.239 0.017
8 O -1.819 1.347 -0.030
9 H 1.572 1.575 0.354
10 H 3.514 1.601 -0.333
11 H 1.378 -2.150 0.029
12 H -0.062 0.447 0.457
13 H -2.937 -1.773 -0.045
14 H -2.432 2.084 -0.428

Atomic forces in eV per Å
-0.59 2.64 -0.59
-0.07 -2.24 -0.28
1.33 -0.43 0.33
-2.42 2.68 0.52
0.72 -0.07 0.88
-1.31 0.93 -1.51
0.33 -1.27 0.32
-1.77 1.30 -1.29
2.02 -0.83 -0.60
-2.51 -1.85 1.38
1.10 1.96 -0.49
0.67 -1.80 -0.56
0.79 1.14 0.57
1.72 -2.15 1.31

Computed properties:
Kohn-Sham gap, eV: 9.1217
Highest occupied orbital energy, eV: -8.7
SMILES string: C=NN/C=N/C=N\O
LUMO energy, eV: 0.43

=====

(8)
Computed, not measured: one molecule with the formula C6H7Cl2N in a non-equilibrium geometry, with the ωB97M-V functional and the def2-TZVPD basis.

Element x y z (Å)
1 N -0.374 -2.177 -0.717
2 C 0.218 -0.936 -0.524
3 Cl 1.364 -0.459 -1.942
4 C -0.777 0.201 -0.382
5 C -0.123 1.467 0.076
6 C 0.941 1.460 0.877
7 C 1.556 0.229 1.319
8 C 1.242 -0.929 0.741
9 Cl 1.960 -2.424 1.138
10 H -0.896 -2.238 -1.582
11 H 0.278 -2.949 -0.645
12 H -1.519 -0.107 0.362
13 H -1.289 0.354 -1.331
14 H -0.571 2.396 -0.238
15 H 1.387 2.380 1.219
16 H 2.286 0.277 2.112

Atomic forces in eV per Å
-0.21 -0.45 0.01
1.83 0.40 1.84
-0.05 -0.09 -0.20
0.25 -0.02 0.05
0.03 0.10 0.05
-0.27 0.27 -0.21
-0.04 -0.56 0.06
-1.64 0.43 -1.77
0.20 -0.28 0.14
0.01 0.05 0.05
-0.05 0.10 -0.07
-0.05 -0.07 0.00
-0.04 -0.06 -0.01
-0.03 0.17 0.00
-0.04 0.17 0.01
0.10 -0.15 0.05

Computed properties:
Kohn-Sham gap, eV: 9.2351
Highest occupied orbital energy, eV: -8.7
SMILES string: N[C@@]1(Cl)CC=CC=C1Cl
LUMO energy, eV: 0.56